# 1
C32H26BrCl2N6O9P2Pb | the ωB97M-V functional and the def2-TZVPD basis

As for the charge: +1. For the energy, the calculation gives -179888.9549 eV. For the energy above the lowest of the compared OMol25 structures with the same formula, charge and spin, the calculation gives 4.8 kcal/mol. The calculation puts the frontier orbital gap at 6.4127 eV.

```
79
Properties=species:S:1:pos:R:3:mulliken_charge:R:1
Pb 0.037 0.460 -0.133 2.11
Cl 5.583 1.616 4.311 -0.15
C 4.453 0.779 3.337 0.04
C 3.154 1.084 3.403 -1.24
C 2.186 0.361 2.594 0.66
N 0.926 0.523 2.639 0.51
C 0.190 1.045 3.699 -0.49
O 0.422 0.750 4.847 -0.58
C -0.981 1.883 3.295 0.52
C -1.984 2.128 4.221 -0.75
C -3.023 2.963 3.846 -0.43
C -2.989 3.541 2.586 -0.79
C -1.943 3.221 1.731 -0.22
N -0.964 2.384 2.061 0.10
C 2.685 -0.698 1.664 0.72
C 4.104 -0.957 1.620 -0.86
C 4.940 -0.276 2.418 0.06
Cl 6.612 -0.613 2.371 -0.14
N 1.773 -1.305 1.005 0.53
C 1.921 -2.571 0.433 -0.38
O 2.683 -3.411 0.842 -0.60
C 0.917 -2.885 -0.644 0.43
C 0.990 -4.123 -1.259 -0.83
C 0.055 -4.437 -2.231 -0.70
C -0.913 -3.501 -2.552 -0.89
C -0.907 -2.286 -1.892 -0.55
N -0.019 -1.980 -0.949 1.04
H 2.799 1.856 4.070 0.64
H -1.923 1.674 5.200 0.50
H -3.832 3.176 4.531 0.47
H -3.756 4.233 2.268 0.44
H -1.890 3.658 0.740 0.54
H 4.478 -1.704 0.938 0.58
H 1.771 -4.808 -0.964 0.58
H 0.087 -5.395 -2.732 0.47
H -1.658 -3.702 -3.309 0.51
H -1.630 -1.518 -2.139 0.35
Br -2.904 -5.456 3.819 -0.16
C -2.793 -3.891 2.778 -0.17
C -1.655 -3.102 2.845 -0.73
C -1.576 -1.961 2.066 0.52
C -2.624 -1.601 1.226 -0.53
C -3.758 -2.405 1.165 -1.01
C -3.845 -3.549 1.941 -0.71
N -2.437 -0.446 0.419 0.89
C -3.417 0.170 -0.100 -0.56
C -3.235 1.307 -1.026 0.43
C -4.339 1.861 -1.654 -1.07
C -4.148 2.931 -2.518 -0.52
C -2.866 3.407 -2.718 -0.86
C -1.816 2.789 -2.050 -0.42
N -1.994 1.765 -1.227 0.59
H -0.837 -3.381 3.494 0.54
H -0.692 -1.334 2.124 0.65
H -4.574 -2.170 0.494 0.36
H -4.722 -4.180 1.890 0.43
H -4.453 -0.106 0.108 0.42
H -5.328 1.462 -1.470 0.52
H -4.990 3.383 -3.024 0.45
H -2.675 4.248 -3.369 0.47
H -0.793 3.119 -2.189 0.38
C 2.517 2.563 -3.610 -1.85
C 2.805 1.095 -3.353 0.94
O 3.789 0.646 -4.275 -0.62
P 3.411 0.841 -1.636 0.82
O 3.727 -0.700 -1.557 -0.63
O 4.861 1.471 -1.497 -0.55
O 2.470 1.366 -0.606 -0.76
P 1.313 0.012 -3.471 0.79
O 0.730 0.207 -4.944 -0.62
O 1.867 -1.374 -3.283 -0.98
O 0.264 0.544 -2.527 -0.55
H 3.442 3.140 -3.560 0.45
H 1.810 2.945 -2.876 0.28
H 2.096 2.681 -4.609 0.41
H 3.885 -0.313 -4.196 0.47
H 3.081 -1.194 -2.159 0.46
H 4.842 2.365 -1.135 0.42
H 1.207 -0.322 -5.596 0.38
```

# 2
C32H26BrN3NiO6Se | the ωB97M-V functional and the def2-TZVPD basis

As for the charge: -2. For the energy, the calculation gives -226792.6124 eV. For the energy above the lowest of the compared OMol25 structures with the same formula, charge and spin, the calculation gives 26.0 kcal/mol. The calculation puts the frontier orbital gap at 3.8486 eV.

```
70
Properties=species:S:1:pos:R:3:mulliken_charge:R:1
Ni 1.743 0.292 -0.106 0.25
Br 5.156 -6.206 0.069 -0.30
C 4.020 -4.685 -0.209 0.02
C 2.725 -4.881 -0.724 -0.60
C 1.930 -3.796 -0.959 -0.55
C 2.366 -2.458 -0.710 0.27
O 1.611 -1.492 -0.990 -0.65
C 3.702 -2.304 -0.179 0.73
C 4.255 -1.030 0.042 0.09
N 3.658 0.096 -0.235 0.33
C 4.343 1.289 -0.282 0.70
C 5.718 1.430 -0.418 -0.72
C 6.304 2.696 -0.497 -0.83
C 5.549 3.840 -0.428 -0.92
C 4.149 3.744 -0.294 1.00
C 3.298 4.863 -0.198 -0.68
C 1.948 4.662 -0.095 -1.14
C 1.435 3.358 -0.132 -0.08
N 2.197 2.295 -0.231 0.03
C 3.543 2.465 -0.260 0.25
C 4.498 -3.442 0.072 -0.84
H 2.363 -5.880 -0.922 0.41
H 0.926 -3.916 -1.348 0.32
H 5.256 -1.000 0.474 0.34
H 6.345 0.551 -0.479 0.39
H 7.379 2.772 -0.607 0.36
H 6.015 4.817 -0.482 0.35
H 3.723 5.860 -0.199 0.39
H 1.265 5.497 -0.015 0.42
H 0.371 3.194 -0.063 0.65
H 5.493 -3.313 0.480 0.41
C -6.284 2.900 0.406 -1.48
C -4.882 2.348 0.329 1.02
C -4.447 1.380 1.227 -1.03
C -3.139 0.915 1.210 0.57
C -2.672 -0.140 2.168 -1.58
C -2.248 1.424 0.257 0.72
C -2.692 2.324 -0.711 1.44
C -1.798 2.794 -1.833 -2.08
C -4.004 2.790 -0.648 -0.79
C -0.768 1.133 0.438 0.69
O -0.258 1.578 1.473 -0.72
O -0.157 0.538 -0.512 -0.74
H -6.850 2.398 1.191 0.34
H -6.814 2.765 -0.540 0.32
H -6.265 3.970 0.629 0.30
H -5.140 0.995 1.969 0.21
H -3.493 -0.511 2.784 0.38
H -1.879 0.253 2.803 0.33
H -2.238 -0.969 1.600 0.08
H -1.437 3.813 -1.658 0.29
H -2.355 2.790 -2.772 0.52
H -0.941 2.132 -1.938 0.25
H -4.345 3.526 -1.372 0.36
Se -1.334 -2.129 -0.964 -0.52
C -2.819 -3.310 -0.760 0.05
C -3.261 -3.726 0.507 -0.26
C -4.369 -4.547 0.654 -0.51
C -5.075 -4.996 -0.458 -0.41
C -4.637 -4.617 -1.723 -0.41
C -3.535 -3.790 -1.871 -0.45
H -2.716 -3.395 1.383 0.33
H -4.690 -4.844 1.648 0.32
H -5.949 -5.629 -0.341 0.32
H -5.165 -4.972 -2.604 0.30
H -3.207 -3.494 -2.860 0.30
O 2.204 -0.672 3.878 -0.78
N 2.148 -0.253 2.712 0.97
O 2.779 0.780 2.375 -0.59
O 1.449 -0.868 1.854 -0.48
```

# 3
C32H26Cl2N8O2PbSTe | the ωB97M-V functional and the def2-TZVPD basis

For the energy, the calculation gives -98045.1210 eV. For the energy above the lowest of the compared OMol25 structures with the same formula, charge and spin, the calculation gives 4.1 kcal/mol. The calculation puts the frontier orbital gap at 7.3669 eV.

```
73
Properties=species:S:1:pos:R:3:mulliken_charge:R:1
Pb 1.108 0.576 0.899 0.85
Cl -2.937 -5.023 0.535 -0.22
C -1.539 -4.055 0.859 0.04
C -1.301 -2.945 0.058 -0.65
C -0.194 -2.137 0.285 -0.49
N 0.185 -1.030 -0.504 0.05
C -0.332 -0.816 -1.725 0.14
O -1.313 -1.313 -2.263 -0.68
C 0.542 0.027 -2.637 0.36
C 1.577 -0.620 -3.306 -0.77
C 2.277 0.059 -4.283 -0.51
C 1.933 1.376 -4.567 -0.87
C 0.919 1.959 -3.841 -0.12
N 0.237 1.297 -2.894 0.23
C 0.673 -2.434 1.365 -0.38
C 0.434 -3.562 2.137 -0.02
C -0.669 -4.369 1.887 0.11
Cl -0.931 -5.748 2.900 -0.22
N 1.696 -1.492 1.619 0.05
C 2.799 -1.812 2.324 0.28
O 3.076 -2.890 2.836 -0.75
C 3.820 -0.693 2.454 0.39
C 4.982 -0.920 3.179 -0.56
C 5.905 0.104 3.286 -0.31
C 5.643 1.322 2.672 -0.70
C 4.459 1.463 1.973 -0.18
N 3.573 0.475 1.862 -0.07
H -1.978 -2.716 -0.747 0.73
H 1.800 -1.648 -3.057 0.55
H 3.078 -0.430 -4.821 0.45
H 2.446 1.944 -5.330 0.43
H 0.619 2.987 -4.003 0.30
H 1.104 -3.816 2.941 0.59
H 5.123 -1.889 3.635 0.47
H 6.821 -0.041 3.844 0.43
H 6.339 2.147 2.734 0.39
H 4.206 2.395 1.480 0.45
N -3.890 2.155 3.135 -0.33
C -2.904 1.231 3.251 0.61
C -1.793 1.233 2.380 0.53
N -0.849 0.316 2.483 0.12
C -0.956 -0.616 3.440 -0.30
C -2.058 -0.614 4.270 -0.61
N -3.025 0.292 4.187 -0.61
H -3.670 3.052 2.719 -0.04
H -4.566 2.161 3.880 0.27
H -1.702 1.983 1.601 -0.53
H -0.178 -1.359 3.516 0.58
H -2.164 -1.373 5.036 0.40
C -3.764 4.857 -6.774 -1.55
C -3.136 4.349 -5.505 0.63
C -2.274 5.140 -4.765 -0.87
C -1.674 4.683 -3.593 1.13
C -0.776 5.625 -2.837 -1.80
C -1.966 3.383 -3.164 -0.11
Te -1.065 2.660 -1.403 0.85
C -2.852 2.563 -3.881 1.14
C -3.228 1.179 -3.430 -1.43
C -3.414 3.066 -5.047 -0.97
H -3.519 5.904 -6.946 0.35
H -4.850 4.764 -6.736 0.36
H -3.418 4.283 -7.636 0.33
H -2.056 6.147 -5.103 0.30
H -0.497 6.468 -3.469 0.45
H 0.133 5.134 -2.488 0.29
H -1.283 6.013 -1.951 0.33
H -3.643 1.195 -2.421 0.28
H -2.373 0.502 -3.405 0.17
H -3.973 0.751 -4.099 0.41
H -4.098 2.438 -5.607 0.36
S -2.518 5.176 2.308 -0.45
C -2.334 4.551 0.835 0.54
N -2.209 4.104 -0.246 -0.68
```

# 4
C32H26Cl2NO2P2Sr | the ωB97M-V functional and the def2-TZVPD basis

As for the charge: +1. For the energy, the calculation gives -83646.6272 eV. For the energy above the lowest of the compared OMol25 structures with the same formula, charge and spin, the calculation gives 10.9 kcal/mol. The calculation puts the frontier orbital gap at 7.6781 eV.

```
66
Properties=species:S:1:pos:R:3:mulliken_charge:R:1
Sr 0.053 -0.332 -0.049 1.76
Cl 5.789 4.593 0.059 -0.20
C 4.673 3.261 0.050 0.07
C 5.176 1.949 0.067 -0.49
C 4.336 0.868 0.059 0.08
Cl 4.998 -0.731 0.087 -0.18
C 2.930 1.019 0.028 0.45
O 2.130 -0.011 0.012 -0.91
C 2.445 2.357 0.019 0.58
C 1.045 2.681 0.007 -0.20
O 0.084 1.878 -0.006 -0.86
C 3.330 3.462 0.029 -0.80
H 6.249 1.791 0.089 0.45
H 0.811 3.750 0.016 0.36
H 2.929 4.470 0.020 0.40
C -3.336 -3.550 1.178 -1.25
N -2.318 -2.559 0.769 0.61
P -2.785 -1.032 0.093 0.37
C -4.047 -0.427 1.249 0.66
C -3.761 -0.451 2.616 -0.44
C -4.665 0.061 3.535 -0.64
C -5.861 0.619 3.095 -0.50
C -6.142 0.671 1.738 -0.68
C -5.239 0.149 0.817 -0.50
C -3.699 -1.451 -1.427 0.62
C -4.928 -2.119 -1.449 -0.08
C -5.485 -2.532 -2.652 -0.84
C -4.824 -2.279 -3.851 -0.53
C -3.610 -1.610 -3.848 -0.61
C -3.057 -1.202 -2.640 -0.57
P -0.800 -3.140 0.159 -0.06
C -1.181 -4.792 -0.456 0.31
C -0.989 -5.958 0.279 -0.36
C -1.375 -7.183 -0.254 -0.68
C -1.960 -7.243 -1.513 -0.52
C -2.154 -6.081 -2.249 -0.64
C -1.759 -4.859 -1.724 -0.33
C 0.206 -3.357 1.665 0.81
C 1.568 -3.648 1.507 -0.52
C 2.393 -3.779 2.616 -0.68
C 1.869 -3.603 3.893 -0.46
C 0.525 -3.294 4.060 -0.78
C -0.304 -3.169 2.949 -0.22
H -4.136 -3.054 1.724 0.47
H -2.891 -4.299 1.834 0.42
H -3.753 -4.065 0.310 0.29
H -2.831 -0.884 2.968 0.24
H -4.436 0.029 4.594 0.42
H -6.571 1.014 3.811 0.39
H -7.068 1.115 1.391 0.41
H -5.470 0.201 -0.240 0.48
H -5.458 -2.316 -0.523 0.49
H -6.438 -3.051 -2.657 0.43
H -5.264 -2.597 -4.789 0.42
H -3.099 -1.400 -4.781 0.44
H -2.118 -0.669 -2.655 0.18
H -0.534 -5.918 1.263 0.41
H -1.219 -8.090 0.317 0.41
H -2.263 -8.199 -1.923 0.39
H -2.604 -6.127 -3.234 0.44
H -1.908 -3.951 -2.302 0.30
H 1.989 -3.771 0.513 0.42
H 3.445 -4.006 2.486 0.43
H 2.513 -3.697 4.760 0.40
H 0.120 -3.151 5.056 0.44
H -1.352 -2.928 3.079 0.26
```